Entry 1:
The following is a quantum chemistry calculation of one molecule with the formula C4H9NO, from the Open Molecules 2025 dataset.

```
15
Properties=species:S:1:pos:R:3:forces:R:3
C 1.314 1.494 1.345 0.0703 0.1934 0.1907
O 1.447 0.700 0.170 0.1753 -0.0152 -0.1472
C 0.344 0.036 -0.210 -0.4190 0.1611 0.5130
N -0.729 0.173 0.458 0.0586 -0.4519 -0.7974
C -1.847 -0.610 -0.006 -2.2357 -1.2012 1.2096
C 0.568 -0.858 -1.385 -0.4175 -1.3614 0.1746
H 0.556 2.273 1.215 0.1269 -0.1618 -0.0153
H 2.298 1.939 1.498 -0.1239 -0.0297 0.0169
H 1.031 0.878 2.206 0.0453 0.0828 -0.2027
H -2.461 -0.206 -0.825 0.4063 0.4906 0.1978
H -1.701 -1.657 -0.312 0.8708 0.1660 -0.1272
H -2.576 -0.807 0.844 0.7556 0.7869 -0.7678
H -0.112 -0.628 -2.214 0.2219 0.2006 0.1453
H 1.612 -0.812 -1.710 -0.3079 -0.1597 0.0461
H 0.257 -1.915 -1.075 0.7730 1.2994 -0.4364
```
Positions in Å, forces in eV/Å.

- Structure (SMILES): C/N=C(\C)OC
- Frontier orbital gap: 0.3876 hartree
- Total charge: 0
- Relative energy (zero: lowest compared OMol25 entry of this formula, charge and spin): 1.5593 eV
- HOMO level: -0.34988 Eh

Entry 2:
The following is a quantum chemistry calculation of one molecule with the formula C4H9NO, from the Open Molecules 2025 dataset.

```
15
Properties=species:S:1:pos:R:3:forces:R:3
C -1.539 0.673 0.316 -0.0177 0.3981 0.0501
C -0.772 -0.057 -0.732 -0.2277 0.4097 0.1463
N 0.478 0.339 -1.317 0.0942 0.1391 -0.4507
C 0.542 -0.799 -0.433 -1.3089 0.3471 0.7492
C 1.370 -0.566 0.820 -0.2324 -0.3432 0.0366
O 1.341 0.783 1.240 0.1085 0.1550 -0.1672
H -2.349 0.026 0.682 0.2163 0.1795 -0.1303
H -0.879 0.912 1.149 -0.2437 0.2047 -0.0213
H -1.976 1.576 -0.106 -0.1814 0.1987 0.1867
H -1.408 -0.585 -1.464 0.1955 -0.0224 0.5461
H 0.532 0.162 -2.309 0.0833 -0.0613 -0.0780
H -0.024 -1.704 -0.575 1.8208 -1.5692 -0.9033
H 2.424 -0.878 0.690 -0.4203 -0.0332 -0.2492
H 0.953 -1.186 1.617 0.0456 0.0841 0.1196
H 1.306 1.306 0.421 0.0679 -0.0868 0.1654
```
Positions in Å, forces in eV/Å.

- Structure (SMILES): C[C@H]1N[C@H]1CO
- Frontier orbital gap: 0.3809 hartree
- Total charge: 0
- Relative energy (zero: lowest compared OMol25 entry of this formula, charge and spin): 3.1093 eV
- HOMO level: -0.34348 Eh

Entry 3:
The following is a quantum chemistry calculation of a 3-piece molecular cluster, C4H9NO overall, from the Open Molecules 2025 dataset.

```
15
Properties=species:S:1:pos:R:3:forces:R:3
C 2.112 0.869 0.557 0.0870 -0.2084 0.0639
C 1.338 -0.060 -0.356 0.5892 -1.5548 0.5573
N -0.028 0.009 -0.295 -0.3339 0.0159 -0.0142
C -0.674 -0.991 0.127 0.8886 0.0591 -0.1701
O -2.013 -1.023 0.170 0.4965 -0.4283 0.1457
C -2.707 0.138 -0.346 0.0900 -0.0129 0.0121
H 1.713 0.788 1.572 0.1085 0.0238 -0.0877
H 3.159 0.559 0.554 -0.0208 0.0914 0.1052
H 2.077 1.930 0.267 -0.1637 -0.3616 -0.1438
H 1.492 -1.489 0.159 0.3427 2.0978 -0.7835
H 1.724 -0.129 -1.380 -0.0009 -0.0141 0.2395
H 0.481 -1.879 0.392 -2.5073 0.7496 -0.1317
H -3.779 -0.062 -0.254 0.3227 -0.1260 0.0581
H -2.449 0.308 -1.396 0.0512 -0.1054 0.2059
H -2.446 1.033 0.230 0.0502 -0.2261 -0.0568
```
Positions in Å, forces in eV/Å.

- Frontier orbital gap: 0.4027 hartree
- Total charge: 0
- Relative energy (zero: lowest compared OMol25 entry of this formula, charge and spin): 4.4787 eV
- HOMO level: -0.36111 Eh

Entry 4:
The following is a quantum chemistry calculation of one molecule with the formula C4H9NO, from the Open Molecules 2025 dataset.

```
15
Properties=species:S:1:pos:R:3:forces:R:3
C -1.761 -0.367 -0.249 -0.3015 0.8833 0.3278
C -0.642 1.059 -0.062 -0.6493 -1.3900 -0.5612
O -0.447 1.510 1.147 -0.0488 -0.7380 0.1749
C 0.499 0.170 -0.545 1.7282 0.4930 -0.4061
C 1.963 0.119 -0.034 -0.1852 -0.0465 0.0131
N 0.874 -0.608 0.630 -0.0974 -0.4027 0.5194
H -2.237 -0.401 0.729 -0.3160 0.1031 -0.0147
H -2.487 -0.125 -1.028 -0.1504 0.1231 0.1959
H -1.462 -1.430 -0.477 0.4650 1.0872 0.1603
H -1.011 1.793 -0.813 0.2715 -0.4714 0.1450
H 0.461 -0.019 1.418 -0.2717 0.1305 -0.1781
H 0.320 -0.331 -1.489 0.2787 -0.2677 0.2577
H 2.471 0.803 0.651 -0.5078 0.2272 -0.4950
H 2.651 -0.558 -0.546 -0.3063 0.3280 -0.0924
H 0.809 -1.614 0.666 0.0908 -0.0592 -0.0465
```
Positions in Å, forces in eV/Å.

- Structure (SMILES): C[C@@H]([O-])[C@H]1C[NH2+]1
- Frontier orbital gap: 0.2961 hartree
- Total charge: 0
- Relative energy (zero: lowest compared OMol25 entry of this formula, charge and spin): 4.7962 eV
- HOMO level: -0.27885 Eh

Entry 5:
The following is a quantum chemistry calculation of one molecule with the formula C4H9NO, from the Open Molecules 2025 dataset.

```
15
Properties=species:S:1:pos:R:3:forces:R:3
C -1.380 -0.983 -0.197 -0.0466 -0.0632 -0.0501
N -0.254 -0.127 0.254 0.0114 0.0168 0.1702
C -0.637 1.316 0.209 0.0031 0.1039 -0.0240
C 0.980 -0.449 -0.492 0.2059 -0.0002 -0.0948
C 2.196 -0.108 0.094 -0.2070 -0.0291 0.0776
O 3.337 -0.216 -0.359 -0.1493 0.0359 0.0586
H -1.548 -0.775 -1.256 0.0055 -0.0461 0.1656
H -2.282 -0.754 0.375 0.1518 -0.0235 -0.0742
H -1.086 -2.025 -0.074 -0.0491 0.1431 -0.0184
H -1.563 1.487 0.769 0.1116 -0.0447 -0.0690
H 0.183 1.887 0.644 -0.1089 -0.0634 -0.1036
H -0.756 1.591 -0.839 0.0076 -0.0366 0.1399
H 0.818 -0.797 -1.502 0.0080 0.0616 0.0663
H -0.069 -0.356 1.234 -0.0033 0.0413 -0.1311
H 2.060 0.309 1.142 0.0594 -0.0959 -0.1133
```
Positions in Å, forces in eV/Å.

- Structure (SMILES): C[NH+](C)/C=C/[O-]
- Frontier orbital gap: 0.2768 hartree
- Total charge: 0
- Relative energy (zero: lowest compared OMol25 entry of this formula, charge and spin): 3.2097 eV
- HOMO level: -0.26414 Eh

Entry 6:
The following is a quantum chemistry calculation of a 2-piece molecular cluster, C4H9NO overall, from the Open Molecules 2025 dataset.

```
15
Properties=species:S:1:pos:R:3:forces:R:3
N 0.375 0.896 1.482 -0.6377 -2.6232 -0.7827
C 1.041 -0.055 0.630 1.3328 1.8527 -1.1025
C 0.413 -0.984 -0.068 0.1106 -1.9669 0.3125
C 1.085 -1.705 -1.216 -2.4771 0.0333 -0.3617
C 0.329 -2.200 -2.229 2.0294 -0.4457 0.6497
H 1.012 1.328 2.056 1.9001 0.8668 1.9564
H 0.088 1.636 0.907 -1.1632 1.0860 -1.0349
H 2.080 0.249 0.259 -1.1163 -0.6172 0.7567
H -0.598 -1.313 0.293 0.8185 0.4869 -0.8431
H 2.147 -1.830 -1.319 0.4548 0.8138 0.2177
H 0.887 -2.519 -3.145 -0.9734 -0.0901 0.8696
H -0.701 -2.469 -2.035 -0.2824 0.5578 -0.6030
H -2.529 3.456 2.118 0.1261 -1.9445 -1.4967
H -3.164 2.863 0.770 1.9088 -0.5712 2.0127
O -2.463 2.647 1.497 -2.0310 2.5615 -0.5506
```
Positions in Å, forces in eV/Å.

- Structure (SMILES): C=C/C=C/N.O
- Frontier orbital gap: 0.3362 hartree
- Total charge: 0
- Relative energy (zero: lowest compared OMol25 entry of this formula, charge and spin): 3.0878 eV
- HOMO level: -0.30805 Eh

Entry 7:
The following is a quantum chemistry calculation of a 2-piece molecular cluster, C4H9NO overall, from the Open Molecules 2025 dataset.

```
15
Properties=species:S:1:pos:R:3:forces:R:3
C 2.023 -0.336 -0.305 0.3432 1.2277 -0.9579
C 1.795 -0.222 1.022 -0.2601 -0.5880 -0.8289
N 1.003 0.732 1.607 0.9273 0.1094 0.9633
H 2.282 0.575 -0.858 -1.4056 -0.0720 -0.2395
H 2.103 -1.252 -0.880 1.0756 -0.1782 0.6979
H 2.379 -0.909 1.623 -1.0923 -0.5361 0.8508
H 0.193 1.089 1.130 0.1654 -0.1421 -0.5402
H 0.773 0.547 2.570 0.2859 0.1697 0.0781
O -1.573 0.775 0.102 -0.3096 0.7437 -0.0762
C -1.587 0.367 -1.028 1.0448 -1.0947 0.1419
C -1.504 -1.127 -1.300 0.4472 0.3129 0.5187
H -1.610 1.032 -1.931 -0.1762 -0.0938 0.5412
H -0.758 -1.690 -0.714 0.0022 0.8798 0.0932
H -1.234 -1.278 -2.332 -0.6371 -0.4312 -0.5001
H -2.441 -1.524 -0.917 -0.4107 -0.3070 -0.7424
```
Positions in Å, forces in eV/Å.

- Structure (SMILES): C=CN.CC=O
- Frontier orbital gap: 0.3125 hartree
- Total charge: 0
- Relative energy (zero: lowest compared OMol25 entry of this formula, charge and spin): 3.1036 eV
- HOMO level: -0.27384 Eh

Entry 8:
The following is a quantum chemistry calculation of one molecule with the formula C4H9NO, from the Open Molecules 2025 dataset.

```
15
Properties=species:S:1:pos:R:3:forces:R:3
O -2.507 1.634 -1.491 -0.1011 -0.0651 1.8358
C -2.160 1.198 -0.401 -0.0140 1.2490 -1.6215
C -1.327 -0.024 -0.331 1.6884 1.9007 0.2642
C 0.119 0.398 0.064 1.2563 -2.8333 -1.5177
C 1.016 -0.905 0.050 -1.0483 -1.8212 1.0904
N 2.289 -0.781 0.898 -4.5058 2.1143 1.5407
H -2.296 1.779 0.586 -0.1663 -0.6090 -1.1212
H -1.716 -0.654 0.394 -0.5769 -1.4337 1.5766
H -1.251 -0.536 -1.259 -0.3240 -0.2645 -0.9266
H 0.291 0.644 1.066 -0.5566 1.4204 1.4913
H 0.618 1.060 -0.668 -0.6525 0.1785 0.5927
H 0.221 -1.909 0.363 2.6573 2.8213 -0.5237
H 1.341 -1.108 -0.964 -0.1593 -0.2582 -0.2227
H 3.045 -0.999 0.347 2.1676 -0.0952 -1.2260
H 2.319 0.202 1.346 0.3353 -2.3040 -1.2321
```
Positions in Å, forces in eV/Å.

- Structure (SMILES): NCCCC=O
- Frontier orbital gap: 0.3851 hartree
- Total charge: 0
- Relative energy (zero: lowest compared OMol25 entry of this formula, charge and spin): 2.6948 eV
- HOMO level: -0.34718 Eh

Entry 9:
The following is a quantum chemistry calculation of C4H9NO as an isolated structure, from the Open Molecules 2025 dataset.

```
15
Properties=species:S:1:pos:R:3:forces:R:3
C 2.168 0.548 -0.075 0.2995 0.0384 -0.0087
O 0.767 0.484 -0.008 -0.0558 0.0300 0.0641
C 0.290 -0.828 0.258 -0.0310 -0.2181 0.0468
C -1.192 -0.947 0.393 0.2779 0.0846 0.4125
C -1.890 0.332 0.552 -0.0175 0.0246 0.1671
N -1.875 0.147 -0.918 0.0382 0.0142 -0.1651
H 2.562 -0.030 -0.927 -0.0804 0.0878 0.1469
H 2.627 0.162 0.849 -0.0561 0.0824 -0.1467
H 2.443 1.600 -0.198 -0.0035 -0.1802 0.0014
H 0.674 -1.192 1.228 0.0175 0.0471 -0.0819
H 0.674 -1.520 -0.512 -0.0906 0.1364 0.1530
H -1.991 -0.872 -1.097 -0.2517 0.2465 -0.4881
H -1.322 1.224 0.821 -0.1029 -0.1330 -0.0797
H -2.905 0.339 0.954 0.2299 -0.0701 -0.0444
H -1.030 0.551 -1.319 -0.1736 -0.1907 0.0228
```
Positions in Å, forces in eV/Å.

- Frontier orbital gap: 0.3384 hartree
- Total charge: 0
- Relative energy (zero: lowest compared OMol25 entry of this formula, charge and spin): 5.0083 eV
- HOMO level: -0.30304 Eh

Entry 10:
The following is a quantum chemistry calculation of one molecule with the formula C4H9NO, from the Open Molecules 2025 dataset.

```
15
Properties=species:S:1:pos:R:3:forces:R:3
C 0.697 0.853 -1.661 -0.6437 0.9633 0.0495
N 0.047 0.414 -0.552 0.7433 -1.2639 0.6053
C 0.537 -0.858 0.044 0.3499 1.3557 -0.6510
C -0.496 -1.518 0.888 -1.7145 -0.7501 0.7490
C -0.520 1.373 0.389 0.3454 -0.2703 -0.3141
O 1.612 0.335 -2.255 -0.1245 -0.3675 0.0529
H 0.208 1.795 -1.978 0.4026 0.1427 -0.2763
H 1.445 -0.607 0.601 -0.0256 -0.1746 0.3102
H 0.893 -1.474 -0.780 -0.2994 -0.0990 -0.0374
H -1.534 -1.492 0.517 0.4899 -0.0248 -0.8406
H -0.278 -2.579 1.013 0.1510 0.0609 0.1884
H -0.717 -1.090 1.871 0.9071 0.1178 0.1401
H -1.566 1.138 0.566 -0.1066 0.3073 0.0954
H 0.029 1.335 1.334 -0.0421 -0.1172 0.0335
H -0.357 2.375 0.004 -0.4327 0.1195 -0.1048
```
Positions in Å, forces in eV/Å.

- Structure (SMILES): CCN(C)C=O
- Frontier orbital gap: 0.3800 hartree
- Total charge: 0
- Relative energy (zero: lowest compared OMol25 entry of this formula, charge and spin): 1.0240 eV
- HOMO level: -0.34849 Eh

Entry 11:
The following is a quantum chemistry calculation of one molecule with the formula C4H9NO, from the Open Molecules 2025 dataset.

```
15
Properties=species:S:1:pos:R:3:forces:R:3
C 0.087 1.515 1.945 0.0032 0.0035 -0.0067
C -0.295 0.699 0.719 -0.1346 0.1116 -0.0183
O 0.693 -0.335 0.688 0.0222 -0.1521 0.0120
C 1.116 -1.111 -0.343 0.0797 -0.1512 -0.2402
N 0.677 -1.461 -1.466 0.1265 0.0216 0.3024
C -0.595 -1.166 -2.079 -0.1915 0.1199 -0.0355
H 0.167 0.840 2.802 -0.0690 0.1604 -0.0872
H 1.068 1.974 1.789 -0.1797 -0.0196 0.0366
H -0.645 2.297 2.172 0.0735 -0.1294 -0.1102
H -1.300 0.274 0.835 0.1886 -0.0337 -0.0989
H -0.277 1.316 -0.189 0.0913 -0.2580 0.0541
H 2.076 -1.529 -0.034 -0.0543 0.1017 -0.0268
H -0.516 -0.261 -2.693 -0.0878 -0.0789 0.1212
H -1.438 -1.060 -1.379 0.1985 0.0555 -0.0996
H -0.817 -1.994 -2.766 -0.0666 0.2487 0.1971
```
Positions in Å, forces in eV/Å.

- Structure (SMILES): CCO/C=N\C
- Frontier orbital gap: 0.3793 hartree
- Total charge: 0
- Relative energy (zero: lowest compared OMol25 entry of this formula, charge and spin): 1.9554 eV
- HOMO level: -0.34488 Eh

Entry 12:
The following is a quantum chemistry calculation of a 2-piece molecular cluster, C4H9NO overall, from the Open Molecules 2025 dataset.

```
15
Properties=species:S:1:pos:R:3:forces:R:3
C -1.010 2.197 -1.995 -0.8288 -0.0554 0.0890
C -1.484 0.819 -1.515 3.9819 -0.0459 1.1372
C -0.431 0.187 -0.855 -3.4590 -1.3679 -0.1356
N -0.496 -0.876 0.145 -1.9141 2.6421 -0.4276
C -1.391 -1.753 -0.056 2.2402 -0.9248 -5.0758
H -1.772 2.827 -2.522 0.7340 -0.7719 0.3543
H -0.687 2.720 -1.084 -0.0494 0.2849 -0.5054
H -0.149 1.972 -2.609 0.1807 0.7248 -0.4395
H -2.489 0.628 -1.646 -1.8944 -1.1272 0.2139
H 0.344 0.866 -0.885 2.5664 0.3246 0.5865
H -2.214 -1.986 0.535 -0.5726 -1.1847 2.0296
H -1.341 -2.303 -1.156 -0.9858 1.5009 2.1771
H 3.590 -1.459 4.511 1.0168 -0.4221 0.0919
H 5.036 -2.173 4.946 -2.3675 1.8935 -2.5164
O 4.492 -1.665 4.187 1.3516 -1.4710 2.4208
```
Positions in Å, forces in eV/Å.

- Structure (SMILES): C=N/C=C/C.O
- Frontier orbital gap: 0.3064 hartree
- Total charge: 0
- Relative energy (zero: lowest compared OMol25 entry of this formula, charge and spin): 5.0167 eV
- HOMO level: -0.29527 Eh

What is the frontier orbital gap in the fourth record?
0.2961 hartree